## a
The following is a DFT calculation (ωB97M-V with the def2-TZVPD basis set) of 2 unconnected molecules or ions with the total composition C3H7N3O.

**Total charge**: +2
**HOMO (alpha / beta)**: -18.17 / -18.17 eV

Geometry (Å):
N -1.816 -1.007 -0.214
H -1.290 0.974 0.338
H -2.796 -0.789 -0.301
C -0.992 -0.046 0.022
H -1.543 -2.099 -0.199
N 0.332 -0.259 -0.043
H 4.396 0.607 -0.834
C 1.286 0.688 0.237
H 0.090 1.641 1.668
H 1.588 2.412 1.313
N 0.959 1.675 1.093
O 3.800 -1.288 0.009
C 3.825 -0.247 -0.406
H 0.806 -1.214 -0.094

## b
The following is a DFT calculation (ωB97M-V with the def2-TZVPD basis set) of 2 unconnected molecules or ions with the total composition C3H7N3O.

**Total charge**: +2
**HOMO (alpha / beta)**: -19.51 / -19.49 eV

Geometry (Å):
O 0.577 1.211 0.024
N -0.123 -0.849 -0.118
H -2.373 -1.652 0.337
C 0.910 -0.013 0.021
H 3.992 1.222 0.420
H -3.190 0.025 0.107
C -1.262 -0.079 -0.051
C -0.830 1.358 -0.125
N -2.388 -0.598 0.197
H -0.205 -1.938 0.064
N 3.601 0.351 0.026
H -0.966 2.057 0.705
H -1.238 1.817 -1.117
H 4.179 -0.460 0.082

Which of them is the most stable, and which is the least stable? a and b, in that order.

## a
The following is a DFT calculation (ωB97M-V with the def2-TZVPD basis set) of C2H3OPS in the gas phase.

**Total charge**: 0
**HOMO (alpha / beta)**: -9.03 / -8.59 eV

Geometry (Å):
C 0.780 0.258 -0.014
P 0.287 -0.944 1.180
O -1.039 -0.477 1.626
H 1.869 0.179 -0.444
H 0.195 -1.965 0.256
C -0.194 0.865 -0.632
S -1.893 0.690 -0.301
H -0.007 1.393 -1.672

## b
The following is a DFT calculation (ωB97M-V with the def2-TZVPD basis set) of C2H3OPS in the gas phase.

**Total charge**: 0
**HOMO**: -9.59 eV

Geometry (Å):
C -0.309 -0.115 0.363
C 1.095 -0.069 0.038
H 1.100 0.022 -1.085
P -1.877 0.787 0.272
H 1.531 0.956 0.439
H 1.651 -0.979 0.351
S -1.167 -1.556 0.823
O -2.023 0.956 -1.201

Which of them is the most stable, and which is the least stable? b and a, in that order.

## a
The following is a DFT calculation (ωB97M-V with the def2-TZVPD basis set) of a molecular structure, C5H7FN2.

**Total charge**: 0
**HOMO**: -9.43 eV

Geometry (Å):
H -3.426 -0.765 0.674
C -1.273 1.362 -0.311
H -0.779 2.331 -0.762
H -3.465 1.176 -0.526
C -2.573 0.960 -0.075
H 2.151 -0.651 -1.086
C -0.537 0.360 0.374
H 1.521 0.389 1.696
N -2.510 -0.235 0.499
H 1.507 -1.711 0.294
N -1.315 -0.579 0.885
F 1.790 1.684 0.259
C 1.443 0.367 0.666
H 3.120 -0.925 0.198
C 2.082 -0.848 -0.025

## b
The following is a DFT calculation (ωB97M-V with the def2-TZVPD basis set) of C5H7FN2 in the gas phase.

**Total charge**: 0
**HOMO**: -7.37 eV
**SMILES**: Cc1[nH]cc(N)c1F

Geometry (Å):
C -0.079 -0.574 0.011
H -3.359 0.316 -0.411
N -2.402 -0.085 0.161
H -2.422 -1.096 0.076
N 0.796 1.376 -0.229
H 2.889 -0.368 1.149
H -0.856 2.647 0.110
F -0.401 -1.849 -0.097
C 2.517 -0.447 0.096
H 1.411 2.210 0.272
C -1.125 0.305 0.011
C -0.557 1.562 0.047
H 3.288 -0.009 -0.557
C 1.160 0.068 -0.019
H 2.416 -1.582 -0.173

Which of them is the most stable, and which is the least stable? b and a, in that order.

## a
The following is a DFT calculation (ωB97M-V with the def2-TZVPD basis set) of 2 unconnected molecules or ions with the total composition CH5BS2.

**Total charge**: 0
**HOMO**: -9.56 eV
**SMILES**: CB=S.S

Geometry (Å):
H 4.833 0.507 -0.298
S -0.106 1.546 -0.005
B -1.246 0.435 -0.262
C -2.388 -0.612 -0.081
H -2.961 -0.770 -0.882
H 3.176 0.850 0.651
S 3.758 -0.260 -0.026
H -3.096 -0.209 0.720
H -1.970 -1.486 0.184

## b
The following is a DFT calculation (ωB97M-V with the def2-TZVPD basis set) of 2 unconnected molecules or ions with the total composition CH5BS2.

**Total charge**: 0
**HOMO**: -8.69 eV

Geometry (Å):
H -2.486 -0.539 0.697
C 1.650 -0.604 -0.038
H 1.588 -1.633 -0.234
B -0.449 0.328 0.118
S -0.823 2.019 -0.127
H -2.103 1.698 -0.669
H 2.108 -0.237 0.830
H 1.995 0.104 -0.888
S -1.480 -1.136 0.311

Which of them is the most stable, and which is the least stable? a and b, in that order.

## a
The following is a DFT calculation (ωB97M-V with the def2-TZVPD basis set) of a molecular structure, C4H6AgF12N2O11S4.

**2S+1**: 2
**Total charge**: 0
**HOMO (alpha / beta)**: -11.01 / -10.96 eV

Geometry (Å):
C -2.611 2.043 -3.044
F 0.875 -1.576 -1.402
O 3.319 0.049 2.915
O -3.085 1.667 -0.466
F 5.031 -0.425 0.610
F 0.490 -2.799 -3.107
F 0.873 -0.720 -3.374
S 1.015 -1.862 2.235
O -0.063 2.513 1.523
C 0.321 -1.526 3.969
F -2.732 3.278 -2.608
F -3.375 1.863 -4.075
N 1.058 -0.452 1.529
F 0.234 -2.659 4.640
H 0.668 3.120 1.336
H -3.194 -0.085 1.429
O -2.252 -0.002 1.634
O 2.506 1.645 1.238
O -2.164 -2.469 -1.954
H -2.168 -0.171 2.583
C 3.768 -0.521 0.278
O 2.230 -2.579 2.493
O -0.051 -2.616 1.633
F 3.497 -1.813 0.157
N -1.500 -0.005 -1.451
S -2.955 0.823 -1.644
O 0.961 1.488 -1.173
H -0.819 3.078 1.746
F -0.928 -1.044 3.877
O -1.924 -0.880 -3.796
S -1.501 -1.302 -2.471
Ag -0.469 0.692 0.344
S 2.666 0.263 1.656
F 1.096 -0.691 4.631
H 1.472 2.308 -1.185
F 3.482 0.087 -0.860
C 0.325 -1.619 -2.575
F -1.340 1.905 -3.415
O -4.110 0.061 -2.000
H 1.352 0.931 -1.858

## b
The following is a DFT calculation (ωB97M-V with the def2-TZVPD basis set) of a molecular structure, C4H6AgF12N2O11S4.

**2S+1**: 2
**Total charge**: 0
**HOMO (alpha / beta)**: -11.40 / -11.51 eV

Geometry (Å):
F 16.914 7.491 20.553
F 20.714 13.276 20.128
O 21.806 10.298 18.588
F 19.741 9.404 16.852
Ag 19.657 8.067 21.884
O 19.548 4.870 23.322
H 19.094 10.210 23.627
S 16.804 7.761 23.123
F 14.956 7.945 21.357
F 20.375 12.591 22.148
S 19.389 11.016 20.236
S 18.454 5.603 23.880
O 19.129 11.397 18.895
C 20.005 8.501 17.767
O 21.709 7.018 22.285
N 20.020 9.526 20.354
H 20.634 10.214 23.838
O 18.345 11.120 21.207
O 19.920 9.778 23.360
F 20.188 6.661 25.545
O 15.942 7.449 24.184
C 16.029 7.217 21.535
F 15.732 5.936 21.506
O 21.912 8.087 19.569
F 18.947 5.091 26.366
F 18.122 7.075 26.044
O 19.519 6.297 20.383
C 18.941 6.149 25.584
S 21.108 9.186 19.139
C 20.702 12.196 20.918
H 21.638 6.055 22.332
O 17.251 4.870 24.099
F 18.845 8.045 18.285
H 18.981 6.495 19.606
O 17.184 9.108 22.848
N 18.260 6.968 23.053
F 21.907 11.663 20.945
F 20.645 7.457 17.238
H 22.642 7.206 22.135
H 19.892 5.421 20.234

Which of them is the most stable, and which is the least stable? b and a, in that order.

## a
The following is a DFT calculation (ωB97M-V with the def2-TZVPD basis set) of 2 unconnected molecules or ions with the total composition CH2O2S3.

**Total charge**: 0
**HOMO**: -9.88 eV
**SMILES**: O=S(=O)=C=S.S

Geometry (Å):
O -5.544 -0.492 0.727
S -4.614 -1.071 -0.227
C -4.075 0.881 -0.827
O -3.273 -1.289 0.286
S 0.611 0.653 0.713
S -3.462 1.977 0.030
H -0.265 -0.344 0.700
H 0.904 0.476 -0.573

## b
The following is a DFT calculation (ωB97M-V with the def2-TZVPD basis set) of CH2O2S3 in the gas phase.

**Total charge**: 0
**HOMO**: -9.94 eV
**SMILES**: O=S1(=O)S[C@H]1S

Geometry (Å):
S 0.452 1.428 -1.042
O 1.680 -1.245 -0.456
H -2.669 -0.429 -0.392
H -0.955 0.780 0.973
C -0.438 0.178 0.105
S -1.433 -1.087 -0.642
O 2.035 0.369 1.328
S 1.328 0.006 0.126

Which of them is the most stable, and which is the least stable? b and a, in that order.

## a
The following is a DFT calculation (ωB97M-V with the def2-TZVPD basis set) of 2 unconnected molecules or ions with the total composition CH2O2S3.

**Total charge**: 0
**HOMO (alpha / beta)**: -7.89 / -8.00 eV

Geometry (Å):
C 0.090 -0.015 -0.089
H 0.752 -1.718 -2.792
H -0.034 2.056 2.432
S 1.130 -2.415 -1.721
S -0.956 2.053 1.404
O -1.344 0.597 1.331
S -0.313 -1.551 -0.370
O 0.674 0.993 -0.195

## b
The following is a DFT calculation (ωB97M-V with the def2-TZVPD basis set) of 2 unconnected molecules or ions with the total composition CH2O2S3.

**Total charge**: 0
**HOMO (alpha / beta)**: -9.89 / -9.89 eV

Geometry (Å):
H 1.180 -1.073 -1.321
O 1.138 2.074 -0.142
S 0.877 -0.191 1.722
S -1.319 -1.396 -0.187
C 0.145 -0.409 -0.008
S 0.093 1.300 0.441
O -1.158 1.933 0.721
H -0.956 -2.238 -1.226

Which of them is the most stable, and which is the least stable? a and b, in that order.

## a
The following is a DFT calculation (ωB97M-V with the def2-TZVPD basis set) of 2 unconnected molecules or ions with the total composition C5H12S2.

**Total charge**: 0
**HOMO**: -7.77 eV

Geometry (Å):
H -0.135 0.575 1.250
H -1.093 -0.344 -1.554
H -0.663 1.891 -1.839
C 1.121 -1.234 0.940
C -1.684 0.195 -0.800
C -1.110 1.710 -0.844
C 1.214 -1.107 -0.578
H 2.107 -1.505 1.273
H 0.221 -1.387 -0.987
H -0.319 1.918 -0.144
H -2.687 0.388 -1.239
H 0.626 -0.264 2.689
H -1.893 2.523 -0.768
H 1.567 0.709 1.464
S -1.882 -0.753 0.662
S 1.547 0.451 -1.300
C 0.731 0.007 1.651
H 1.977 -1.761 -1.065
H 0.357 -2.012 1.191

## b
The following is a DFT calculation (ωB97M-V with the def2-TZVPD basis set) of C5H12S2 in the gas phase.

**Total charge**: 0
**HOMO**: -8.12 eV
**SMILES**: CCCSSCC

Geometry (Å):
C -0.806 -1.843 -1.924
H 2.718 1.081 3.017
H 1.320 0.169 3.578
C 1.129 0.912 0.677
H 1.556 2.744 1.803
H 1.538 1.734 4.084
C 1.634 1.131 3.176
C -2.042 -2.170 -1.128
H -1.719 -2.403 -0.116
C 1.043 1.798 1.950
S -0.173 -0.119 -1.809
H -2.735 -1.348 -0.972
H 1.796 0.090 0.969
H -2.519 -3.102 -1.426
H -0.750 -2.074 -2.983
H -0.017 2.005 2.108
S -0.507 0.403 0.172
H 0.058 -2.386 -1.529
H 1.620 1.415 -0.148

Which of them is the most stable, and which is the least stable? b and a, in that order.